The following is a quantum chemistry calculation of a molecular structure, C14H24BN6O3Pd, from OMol25.

```
49
Properties=species:S:1:pos:R:3:nbo_charge:R:1
Pd -0.280 -0.379 -1.023 0.987
O -0.203 1.665 -0.691 -0.664
O 1.756 -0.298 -0.663 -0.661
O 0.119 0.053 1.505 -0.514
N -0.227 -2.323 -1.297 -0.285
N 3.615 -0.429 0.569 -0.375
N -2.222 -0.330 -1.338 -0.289
N -3.074 -1.342 -1.113 -0.262
N -0.794 3.445 0.536 -0.376
N -1.248 -3.180 -1.150 -0.263
C 0.614 -4.383 -1.255 -0.336
C -0.467 2.165 0.425 0.678
C 2.298 -0.288 0.462 0.681
C -1.048 4.082 1.826 -0.421
C 4.436 -0.658 -0.619 -0.424
C -2.936 0.808 -1.398 -0.050
C 0.910 -3.035 -1.361 -0.046
C 1.491 -0.112 1.756 -0.158
C -0.815 4.316 -0.639 -0.423
C -4.277 0.521 -1.215 -0.337
C -4.313 -0.853 -1.036 0.018
C 4.327 -0.533 1.837 -0.415
C -0.763 -4.424 -1.120 0.017
C -0.431 1.329 1.709 -0.160
B -2.784 -2.879 -1.211 0.168
H -2.447 1.743 -1.599 0.221
H -0.119 4.382 2.317 0.213
H -0.703 3.719 -1.537 0.246
H 0.103 1.874 2.492 0.205
H -5.146 -1.523 -0.901 0.239
H -1.644 4.973 1.650 0.234
H -3.321 -3.424 -0.281 -0.031
H 5.227 0.079 1.789 0.224
H -5.109 1.202 -1.239 0.244
H 1.608 -1.014 2.360 0.232
H 3.728 -0.187 2.672 0.213
H -1.438 -5.259 -1.041 0.238
H 1.851 -2.538 -1.508 0.223
H 1.899 0.729 2.323 0.203
H -1.615 3.430 2.486 0.218
H 4.781 -1.693 -0.639 0.214
H 0.003 5.035 -0.581 0.217
H -1.761 4.854 -0.670 0.217
H 3.859 -0.449 -1.512 0.248
H -1.459 1.182 2.048 0.240
H -3.198 -3.270 -2.273 -0.032
H 5.302 0.001 -0.579 0.218
H 4.620 -1.568 2.019 0.219
H 1.296 -5.214 -1.294 0.243
```

Values from the calculation:
Net charge ... +1
Energy ... -1254.6962 a.u.

***

The following is a quantum chemistry calculation of 15 unconnected molecules or ions with the total composition C19H68N10O15, from OMol25.

```
112
Properties=species:S:1:pos:R:3:lowdin_charge:R:1
O 3.129 -2.584 -0.426 -0.121
O 2.467 1.454 -2.327 -0.110
O 1.049 -2.936 -4.446 -0.138
O -1.198 3.211 1.127 -0.070
O 4.727 -1.950 2.595 -0.071
O -4.894 -0.108 -0.591 -0.176
O -3.663 3.344 3.011 -0.170
O -2.245 -2.334 -0.129 -0.171
O -5.141 -1.570 1.701 -0.040
O -1.900 -1.659 -2.912 -0.227
O -0.860 -0.400 -5.019 -0.081
O 3.755 1.881 0.257 -0.105
O 0.733 0.756 -0.202 -0.171
O 0.765 -3.965 0.593 -0.151
O 0.818 1.325 2.340 -0.100
N 0.555 -2.964 -2.169 0.170
N -2.962 -1.535 2.371 0.182
N 0.868 2.209 4.609 0.157
N 2.488 -3.721 -2.733 0.171
N -2.526 1.249 2.545 0.186
N -1.694 3.657 -1.109 0.159
N -3.111 4.336 0.396 0.135
N -4.410 1.363 3.706 0.171
N 2.536 2.378 3.393 0.193
N -4.397 -1.305 3.844 0.136
C 2.236 2.757 -2.691 -0.325
C 3.291 -1.229 -0.799 -0.271
C 0.033 0.427 -4.236 -0.236
C 0.135 -3.985 1.830 -0.166
C -3.870 0.921 -0.459 -0.105
C -2.700 -3.662 -0.467 -0.066
C 2.387 -1.458 2.995 -0.057
C -1.983 3.670 0.182 -0.651
C 3.776 -0.911 2.778 -0.326
C 3.492 3.376 -3.394 -0.041
C 4.804 -0.990 -0.759 -0.036
C -3.523 1.944 3.078 -0.614
C -3.302 -1.368 -3.148 -0.083
C 1.388 -3.204 -3.139 -0.665
C -4.154 -1.530 2.606 -0.721
C 1.377 1.927 3.444 -0.620
C 3.976 3.215 0.522 -0.171
C -0.249 -0.228 -0.204 -0.164
C -0.932 1.292 -3.413 -0.091
H -4.326 0.316 3.680 0.055
H 3.925 -0.386 3.731 0.099
H 2.041 3.244 -1.734 0.113
H 3.093 3.704 0.943 0.083
H 0.654 1.166 -4.787 0.121
H -2.364 -1.791 -0.905 0.028
H -3.440 -0.383 -3.505 0.073
H 3.154 -2.489 0.534 0.073
H -1.119 0.025 0.447 0.065
H -2.810 -1.882 1.397 0.108
H -3.152 0.295 0.006 0.035
H -1.339 -1.290 -3.687 0.067
H 3.228 2.470 4.110 0.136
H 4.926 0.046 -0.912 0.049
H 2.238 -2.446 2.494 0.080
H 2.816 -0.615 0.018 0.106
H -0.643 -0.432 -1.178 0.040
H -0.462 1.902 -2.797 -0.033
H -1.001 2.979 -1.519 0.101
H 2.767 -0.990 -1.755 0.122
H 0.158 -1.223 0.278 0.108
H 4.115 3.761 -0.417 0.076
H 5.238 -1.173 0.213 0.065
H -1.604 0.732 -2.730 0.060
H 1.790 1.250 -1.636 0.057
H 2.922 2.165 2.516 0.070
H -0.079 1.770 4.838 0.155
H -4.870 1.718 4.519 0.128
H -5.405 -1.293 4.082 0.168
H 5.163 -1.518 -1.543 0.046
H -3.799 4.584 -0.375 0.139
H -3.412 0.973 -1.403 0.046
H -3.419 -3.983 0.272 0.084
H -0.030 -2.953 2.248 0.082
H 0.322 -4.630 0.048 0.086
H 0.719 -3.013 -1.112 0.100
H 3.147 -4.051 -3.400 0.109
H -2.241 -1.495 3.123 0.173
H 1.380 2.818 -3.384 0.097
H 3.469 1.759 -0.626 0.015
H 2.771 -3.391 -1.778 0.073
H 0.599 1.228 0.709 0.071
H 3.313 4.294 -3.930 0.067
H 3.902 -0.029 2.121 0.101
H -3.138 -3.435 -1.481 0.101
H 4.266 3.550 -2.715 0.031
H -0.677 -0.168 -5.929 0.108
H 0.852 -4.512 2.412 0.068
H -2.258 4.199 -1.754 0.109
H 1.760 -0.775 2.614 0.008
H 5.578 -1.478 2.428 0.105
H -0.770 -4.628 1.747 0.095
H -3.817 -1.748 4.520 0.132
H 3.819 2.616 -4.126 0.088
H -4.270 1.760 -0.008 0.061
H 2.221 -1.618 4.008 0.063
H -0.219 -2.305 -2.396 0.075
H -3.744 -1.525 -2.238 0.022
H -1.878 1.834 1.995 0.053
H 1.405 2.796 5.344 0.169
H -5.076 -0.499 0.335 0.050
H -1.929 -4.382 -0.643 0.061
H -3.462 4.194 1.401 0.095
H -3.579 -2.157 -3.876 0.110
H -2.487 0.215 2.446 0.065
H 4.825 3.398 1.148 0.077
H -1.593 1.901 -4.032 0.100
H 0.770 -0.074 -3.565 0.112
```

Values from the calculation:
Relative energy (zero: lowest compared OMol25 entry of this formula, charge and spin) ... 220.4 kJ/mol
Energy ... -2440.6219 a.u.

***

The following is a quantum chemistry calculation of a single C3H3ClF2OS molecule, from OMol25.

```
11
Properties=species:S:1:pos:R:3:nbo_charge:R:1
Cl -2.929 -0.058 -0.150 -0.019
S 3.400 0.386 0.049 -0.015
F -1.295 1.114 1.301 -0.305
F -0.957 1.386 -0.818 -0.320
O 0.903 -0.081 0.592 -0.477
C -1.289 0.473 0.140 0.639
C 1.857 0.095 -0.289 0.050
C -0.344 -0.669 0.204 -0.151
H 1.444 -0.059 -1.246 0.151
H -0.518 -1.380 0.950 0.234
H -0.271 -1.205 -0.733 0.212
```

Values from the calculation:
Relative energy (zero: lowest compared OMol25 entry of this formula, charge and spin) ... 13.3 kJ/mol
Energy ... -1249.4330 a.u.

***

The following is a quantum chemistry calculation of a single C11H15N molecule, from OMol25.

```
27
Properties=species:S:1:pos:R:3:nbo_charge:R:1
N -3.057 1.586 0.283 -0.673
C 1.361 1.215 -0.364 -0.048
C 2.013 -1.237 0.549 -0.619
C 1.708 2.176 0.750 -0.641
C -2.049 0.840 0.069 0.311
C 1.328 -0.322 -0.387 -0.106
C -1.893 -0.821 -2.016 -0.635
C -1.350 0.020 -0.943 -0.012
C 1.920 0.559 -1.492 -0.381
C -1.412 -1.297 1.587 -0.639
C -1.161 -0.112 0.700 -0.053
C -0.054 0.048 -0.270 0.056
H 1.498 -1.351 1.616 0.211
H 1.396 0.474 -2.471 0.196
H -1.841 -0.423 -3.008 0.242
H -3.163 1.693 1.283 0.338
H -1.499 -2.191 1.034 0.224
H 3.059 0.310 -1.625 0.214
H 0.976 2.945 0.494 0.232
H 2.222 -2.330 0.175 0.218
H -0.578 -1.487 2.335 0.228
H -2.378 -1.252 2.091 0.231
H 2.725 2.516 0.708 0.219
H -3.015 -0.876 -1.716 0.231
H -1.330 -1.796 -1.918 0.223
H 1.495 1.859 1.793 0.218
H 3.078 -0.746 0.745 0.217
```

Values from the calculation:
Relative energy (zero: lowest compared OMol25 entry of this formula, charge and spin) ... 678.3 kJ/mol
Energy ... -482.6568 a.u.

***

The following is a quantum chemistry calculation of 9 unconnected molecules or ions with the total composition C33H44F40O13, from OMol25.

```
130
Properties=species:S:1:pos:R:3:lowdin_charge:R:1
F 2.100 -20.740 14.255 0.101
F 1.999 -16.342 20.972 0.082
F 0.371 -14.932 13.283 0.074
F 4.593 -20.881 16.670 0.148
F 3.787 -11.039 15.139 0.139
F 0.155 -19.672 18.210 0.074
F -3.567 -21.705 15.104 0.156
F 3.739 -23.616 20.694 0.110
F 6.407 -22.291 18.930 0.074
F 4.608 -14.098 20.375 0.094
F 1.807 -18.394 20.280 0.066
F -1.303 -19.890 14.936 0.095
F 6.254 -23.604 20.613 0.153
F 6.750 -16.835 20.149 0.147
F 1.190 -18.854 13.587 0.035
F 3.515 -17.196 23.101 0.125
F 3.111 -19.604 11.775 0.089
F -2.806 -22.352 17.615 0.118
F 2.773 -13.141 11.368 0.108
F 6.900 -19.365 15.956 0.102
F -5.400 -20.833 15.713 0.128
F -1.871 -17.739 13.166 0.118
F 2.353 -15.530 12.594 0.142
F 4.798 -8.821 13.808 0.122
F -1.763 -16.346 14.906 0.084
F -1.388 -18.452 16.572 0.105
F 2.658 -8.624 14.227 0.130
F -0.568 -21.258 19.679 0.090
F 3.999 -19.265 18.014 0.041
F 1.081 -23.129 18.139 0.137
F 4.103 -18.083 13.046 0.098
F 4.521 -11.422 13.118 0.155
F 6.119 -17.682 17.171 0.065
F 4.544 -21.597 20.796 0.144
F 3.209 -19.267 22.588 0.113
F 5.827 -15.843 21.837 0.150
F 0.683 -12.575 11.780 0.119
F 6.742 -14.385 19.580 0.083
F -4.755 -23.180 17.049 0.112
F 1.829 -21.375 17.161 0.147
O -3.545 -19.896 16.506 0.004
O 3.402 -22.261 18.953 0.065
O 1.233 -16.123 15.845 -0.079
O -4.427 -19.626 19.005 -0.067
O -2.370 -11.733 19.232 -0.104
O -0.751 -13.680 15.458 -0.104
O 2.295 -11.300 13.495 0.021
O -0.884 -15.251 17.913 -0.071
O -0.518 -11.016 14.455 -0.041
O 4.557 -16.908 20.320 0.047
O -2.183 -14.339 20.269 -0.102
O 4.137 -18.854 15.731 0.039
O -2.863 -17.126 19.713 -0.068
C -3.025 -18.309 20.506 -0.219
C 1.242 -21.780 18.269 -0.477
C 6.123 -19.062 17.024 -0.236
C 5.488 -14.937 19.749 -0.254
C 3.290 -18.030 22.055 -0.425
C 2.152 -12.685 13.622 -0.061
C -4.079 -22.066 17.361 -0.302
C -1.106 -12.481 16.221 -0.190
C 1.342 -14.726 12.326 -0.304
C -1.428 -17.593 14.428 -0.314
C 2.721 -18.694 15.449 0.015
C -0.345 -11.246 15.849 -0.219
C 2.411 -19.420 14.104 -0.298
C 0.320 -16.010 18.092 -0.197
C -3.415 -18.905 15.502 -0.013
C -1.875 -18.670 15.321 -0.382
C 1.743 -13.290 12.282 -0.403
C 3.581 -9.285 13.545 -0.331
C -0.040 -21.011 18.441 -0.264
C 3.540 -10.809 13.819 -0.511
C 2.241 -21.584 19.376 -0.060
C 1.468 -15.727 17.192 -0.202
C -1.114 -13.384 20.444 -0.210
C 5.630 -16.178 20.530 -0.614
C 3.598 -19.335 13.008 -0.274
C 1.921 -17.632 21.395 -0.246
C 4.656 -19.535 16.748 -0.475
C -3.230 -19.545 19.660 -0.287
C -1.740 -11.995 20.526 -0.193
C 4.476 -18.116 21.071 -0.022
C 4.258 -22.592 19.931 -0.522
C -4.129 -21.086 16.153 -0.515
C 5.633 -23.237 19.546 -0.322
H 0.073 -17.073 17.991 0.107
H -2.075 -18.540 21.002 0.110
H 5.069 -15.087 18.750 0.174
H -0.348 -17.645 14.380 0.134
H -3.880 -17.979 15.810 0.148
H 4.319 -20.113 13.212 0.163
H 0.601 -15.500 15.522 0.023
H -0.848 -13.333 14.560 0.075
H -0.997 -11.199 20.618 0.117
H 0.562 -15.857 19.155 0.114
H -2.190 -12.367 16.224 0.133
H -3.849 -19.263 14.574 0.145
H 2.417 -20.485 19.492 0.130
H -0.520 -13.772 21.261 0.116
H 2.338 -16.213 17.609 0.119
H 0.242 -10.517 14.189 0.059
H 3.057 -13.122 14.040 0.157
H -4.543 -21.661 18.235 0.144
H -0.513 -13.356 19.535 0.100
H 5.512 -24.134 18.918 0.180
H 3.426 -9.109 12.472 0.178
H -1.024 -14.990 17.013 0.038
H -2.849 -12.533 18.947 0.078
H 2.489 -17.621 15.379 0.122
H -2.802 -16.384 20.336 0.061
H -1.938 -14.889 19.503 0.040
H 2.221 -19.175 16.268 0.121
H -3.800 -18.123 21.287 0.137
H 1.829 -21.954 20.312 0.155
H -3.218 -20.437 20.341 0.145
H 4.285 -18.873 20.284 0.125
H -2.409 -19.612 18.958 0.091
H 6.472 -19.512 17.954 0.166
H -4.708 -18.731 18.723 0.121
H 0.904 -14.925 11.349 0.179
H 5.383 -18.358 21.639 0.162
H 1.699 -14.645 17.104 0.137
H 1.327 -12.870 14.328 0.122
H 0.715 -11.376 16.072 0.122
H 1.028 -17.810 22.001 0.176
H -2.495 -11.807 21.302 0.117
H -0.713 -10.433 16.465 0.127
H -0.834 -12.725 17.241 0.094
H -0.744 -21.354 17.700 0.153
```

Values from the calculation:
Energy ... -6256.5866 a.u.

***

The following is a quantum chemistry calculation of 3 unconnected molecules or ions with the total composition C4H7NO, from OMol25.

```
13
Properties=species:S:1:pos:R:3:nbo_charge:R:1
O 2.153 -0.651 -0.331 -0.509
N -1.913 -1.995 0.344 -0.313
C 1.353 -1.391 0.185 0.277
C -1.704 -0.987 -0.188 0.251
C -1.396 0.251 -0.850 -0.342
C -0.938 1.306 -0.178 -0.268
H 0.895 -1.174 1.171 0.115
H -0.795 1.280 0.898 0.212
H 1.902 1.302 0.751 0.031
H -1.529 0.267 -1.927 0.245
H -0.681 2.226 -0.694 0.215
H 1.634 1.894 1.120 -0.038
H 1.019 -2.326 -0.300 0.124
```

Values from the calculation:
Relative energy (zero: lowest compared OMol25 entry of this formula, charge and spin) ... 333.9 kJ/mol
Energy ... -286.5045 a.u.

***

The following is a quantum chemistry calculation of a single C4H9N3O molecule, from OMol25.

```
17
Properties=species:S:1:pos:R:3:nbo_charge:R:1
O 0.153 -2.593 -0.098 -0.530
N 1.102 0.664 1.278 -0.850
N -1.525 1.317 0.436 -0.818
N 0.573 0.753 -1.732 -0.670
C 0.141 -0.440 1.046 -0.171
C -0.378 -0.046 -1.386 0.116
C 0.787 -1.613 0.302 0.429
C -1.019 0.003 0.140 -0.080
H -1.816 -0.743 0.108 0.214
H -0.950 -0.629 -2.129 0.166
H 0.672 0.762 -2.755 0.349
H -0.225 -0.794 2.016 0.229
H 1.423 1.007 0.366 0.387
H 1.922 0.333 1.778 0.364
H 1.891 -1.628 0.321 0.122
H -0.730 1.923 0.659 0.382
H -2.020 1.725 -0.350 0.363
```

Values from the calculation:
Relative energy (zero: lowest compared OMol25 entry of this formula, charge and spin) ... 207.6 kJ/mol
Energy ... -397.2716 a.u.

***

Orbital gap values, unit hartree, following the record order: 0.320 0.287 0.345 0.297 0.394 0.385 0.368.
LUMO level values, unit Eh, following the record order: -0.0911 -0.0083 0.0083 0.0260 0.0104 0.0066 0.0282.